[1]
Computed, not measured: 2 unconnected molecules or ions with the total composition C3H8N3O at a distorted geometry, with ωB97M-V/def2-TZVPD.

Geometry (Å):
O -1.1521 0.3653 0.3785
N -0.9376 -1.4720 -1.0547
N 2.5238 -0.8259 -0.1278
N 1.6701 1.3198 0.3250
C -2.6340 0.4968 0.5413
C -0.6801 -0.5246 -0.3911
C 1.5026 0.0732 -0.0767
H -0.9338 -2.4318 -1.2959
H 2.3508 -1.7165 -0.6075
H 1.0051 2.1278 0.0081
H -2.7573 0.3090 1.5861
H 3.4878 -0.5580 0.0794
H 2.6077 1.7061 0.4346
H -3.0239 1.5172 0.2791
H -3.0291 -0.3863 -0.0787

Properties
* orbital gap: 10.3 eV
* energy relative to the best compared isomer or geometry (same formula, charge and spin): 333.3 kJ/mol
* DFT total energy: -9749.009 eV
* net charge: +1
* spin multiplicity: 1
* E_HOMO: -0.499 Eh
* lowest unoccupied orbital energy: -3.24 eV



[2]
Computed, not measured: a gas-phase ion, C3H8N3O (charge +1) at a distorted geometry, with ωB97M-V/def2-TZVPD.

Geometry (Å):
O -1.8016 0.2426 0.2115
N 2.6551 -0.5986 -0.3779
N 0.4875 0.0455 0.0325
N -0.5971 2.0833 0.4152
C -0.5953 0.7866 0.2358
C -2.1684 -1.0865 -0.1895
C 1.7460 -0.0194 0.3444
H 2.1253 0.1507 1.3327
H 0.2717 2.5558 0.6735
H -1.6367 -1.9399 0.1662
H -1.5045 2.5446 0.3264
H -3.2502 -1.1881 0.0238
H -1.9930 -1.1215 -1.2530
H 2.4516 -0.9452 -1.3292
H 3.5677 -0.8124 0.1732

Properties
* orbital gap: 11.1 eV
* energy relative to the best compared isomer or geometry (same formula, charge and spin): 64.5 kJ/mol
* DFT total energy: -9751.795 eV
* net charge: +1
* spin multiplicity: 1
* E_HOMO: -0.539 Eh
* SMILES: CO/C(N)=N/C=[NH2+]
* lowest unoccupied orbital energy: -3.54 eV



[3]
Computed, not measured: a gas-phase ion, C3H8N3O (charge +1) at a distorted geometry, with ωB97M-V/def2-TZVPD.

Geometry (Å):
O 0.5006 -0.2633 -2.4714
N -0.4463 0.7716 -2.2743
N 0.6932 0.6425 0.9963
N 0.2234 0.1629 -1.2530
C 1.2788 0.7671 -0.2931
C -0.0029 -0.5819 1.1217
C -0.8708 -0.6351 -0.1154
H -0.6665 -0.7011 1.9206
H 0.5866 -1.5609 1.2415
H 0.0355 1.3451 1.3234
H 1.5058 1.6428 -0.7806
H -1.1741 -1.6907 -0.4224
H -1.7370 -0.0397 -0.0227
H 2.0815 -0.0064 -0.5979
H -1.4229 0.5365 -2.2526

Properties
* orbital gap: 11.4 eV
* energy relative to the best compared isomer or geometry (same formula, charge and spin): 741.1 kJ/mol
* DFT total energy: -9744.783 eV
* net charge: +1
* spin multiplicity: 1
* E_HOMO: -0.545 Eh
* SMILES: C1C[N@+]2(CN1)NO2
* lowest unoccupied orbital energy: -3.41 eV



[4]
Computed, not measured: a gas-phase ion, C3H8N3O (charge +1) at a distorted geometry, with ωB97M-V/def2-TZVPD.

Geometry (Å):
O -3.0836 -0.3470 0.1231
N -1.9427 0.0846 0.4202
N 1.1524 -0.6254 0.4415
N -0.0721 1.3746 -0.2807
C -0.9073 0.2269 -0.6258
C -0.0285 -1.0701 -0.3895
C 0.8818 0.9694 0.6181
H 1.2285 -1.0380 1.3558
H 1.9003 1.4768 0.6027
H 0.2722 -1.6843 -1.2606
H 0.5072 0.9444 1.6194
H -0.7009 -1.6235 0.2863
H 0.1303 1.8899 -1.1068
H 2.0016 -0.8419 -0.1098
H -1.3392 0.2635 -1.6939

Properties
* orbital gap: 9.0 eV
* energy relative to the best compared isomer or geometry (same formula, charge and spin): 405.1 kJ/mol
* DFT total energy: -9748.265 eV
* net charge: +1
* spin multiplicity: 1
* E_HOMO: -0.498 Eh
* SMILES: O=N[C@@H]1C[NH2+]CN1
* lowest unoccupied orbital energy: -4.53 eV



Q: Which value of net charge does entry 1 give?
A: +1



Copy entry 4 word for word.
Computed, not measured: a gas-phase ion, C3H8N3O (charge +1) at a distorted geometry, with ωB97M-V/def2-TZVPD.

Geometry (Å):
O -3.0836 -0.3470 0.1231
N -1.9427 0.0846 0.4202
N 1.1524 -0.6254 0.4415
N -0.0721 1.3746 -0.2807
C -0.9073 0.2269 -0.6258
C -0.0285 -1.0701 -0.3895
C 0.8818 0.9694 0.6181
H 1.2285 -1.0380 1.3558
H 1.9003 1.4768 0.6027
H 0.2722 -1.6843 -1.2606
H 0.5072 0.9444 1.6194
H -0.7009 -1.6235 0.2863
H 0.1303 1.8899 -1.1068
H 2.0016 -0.8419 -0.1098
H -1.3392 0.2635 -1.6939

Properties
* orbital gap: 9.0 eV
* energy relative to the best compared isomer or geometry (same formula, charge and spin): 405.1 kJ/mol
* DFT total energy: -9748.265 eV
* net charge: +1
* spin multiplicity: 1
* E_HOMO: -0.498 Eh
* SMILES: O=N[C@@H]1C[NH2+]CN1
* lowest unoccupied orbital energy: -4.53 eV



Q: Which of these has the highest E_HOMO?
A: number 4